Arrangement one

C4H12N2O in the gas phase. Source: the Open Molecules 2025 dataset; level of theory: ωB97M-V with the def2-TZVPD basis set.

Its highest occupied orbital energy is -0.319 Eh. Its charge is 0. Its frontier orbital gap is 9.726 eV.

Positions of all 19 atoms, in Å:
C -0.794 -2.677 -1.290
N -0.172 -1.529 -0.594
C -1.160 -1.115 0.463
C -0.573 0.090 1.217
N -0.148 1.253 0.486
C 1.253 1.593 0.477
O 1.605 2.500 -0.570
H -1.816 -2.456 -1.629
H -0.796 -3.475 -0.542
H -0.279 -3.031 -2.225
H -0.292 -0.804 -1.297
H -1.397 -1.897 1.185
H -2.147 -0.783 0.120
H -1.180 0.284 2.110
H 0.350 -0.372 1.589
H -0.777 2.037 0.510
H 1.595 1.983 1.440
H 1.802 0.693 0.213
H 1.716 1.957 -1.351

Arrangement two

C4H12N2O in the gas phase. Source: the Open Molecules 2025 dataset; level of theory: ωB97M-V with the def2-TZVPD basis set.

Its highest occupied orbital energy is -0.327 Eh. Its charge is 0. Its frontier orbital gap is 9.806 eV.

Positions of all 19 atoms, in Å:
C 0.865 -1.324 -1.025
C -0.056 -0.932 0.126
N -1.301 -1.661 0.030
C -0.231 0.718 0.327
C 0.943 1.259 1.135
N -0.348 1.430 -0.922
O -1.428 0.850 1.044
H 1.833 -0.834 -0.938
H 0.420 -1.060 -1.985
H 1.022 -2.400 -1.003
H 0.407 -1.252 1.065
H -1.900 -1.418 0.812
H -1.795 -1.410 -0.821
H 1.887 1.020 0.652
H 0.856 2.342 1.206
H 0.932 0.834 2.134
H -0.903 0.607 -1.332
H 0.539 1.479 -1.407
H -1.741 1.751 0.902

Question: of the structures shown, which is the most stable? Reply: arrangement two.